1.
Density functional theory data (wB97M-V/def2-TZVPD) for 9 unconnected molecules or ions with the total composition C6H31N2O8.

Properties
DFT total energy	-958.3232	Eh
frontier orbital gap	8.21	eV
lowest unoccupied orbital energy	-2.43	eV
ΔE to the lowest compared entry with this formula, charge and spin	477.04	kJ/mol
molar mass	259.3	g/mol

```
! wB97M-V def2-TZVPD RIJCOSX def2/J DEFGRID3
* xyz 1 1
H -1.131 -0.089 1.640
H -0.708 -0.437 -1.265
H -3.138 3.026 -2.176
N -3.098 2.023 -1.841
H 0.930 -0.201 4.639
H -1.529 2.568 -0.681
H 1.594 3.336 -2.451
H -1.209 1.697 1.657
H 1.070 -3.760 -0.464
H 1.066 -2.619 0.694
H 0.906 -3.192 3.221
H -2.066 -0.385 4.301
O 1.630 2.327 -2.709
C 1.345 0.383 1.217
H 3.510 1.666 -1.700
H 0.959 1.221 4.960
C -1.107 0.772 1.069
H -0.860 0.245 3.669
C -2.302 1.815 -0.789
C 0.320 0.791 0.266
H 1.487 1.134 1.972
H 0.674 1.608 -0.146
O 0.902 0.692 4.239
C -2.270 0.811 0.098
H -1.211 -1.669 -4.395
H 2.313 -0.003 0.752
H -2.819 -1.293 -0.389
H 0.882 -0.559 1.664
H -1.760 -0.497 -3.800
O 3.841 1.717 -0.750
N 0.220 -0.310 -0.931
O 1.329 -2.886 -0.214
H 0.722 -1.169 -0.722
H 3.130 -2.413 -1.809
H -0.254 -2.386 2.862
O 2.574 -1.750 -2.372
H -3.960 1.423 -1.964
H -4.128 -0.261 -0.541
O 0.424 -2.909 2.384
O -1.297 -1.290 -3.563
O -1.454 -0.446 3.576
H 0.638 0.169 -1.748
H 0.778 2.273 -2.998
H 3.080 -0.843 -2.429
H 4.588 1.154 -0.769
C -3.215 -0.390 0.145
H -3.619 -0.469 1.049
*
```

***

2.
Density functional theory data (wB97M-V/def2-TZVPD) for a molecular structure, C4H6N2.

Properties
DFT total energy	-265.3628	Eh
frontier orbital gap (spin up / spin down)	8.56 / 8.56	eV
lowest unoccupied orbital energy (spin up / spin down)	-0.21 / -0.21	eV
ΔE to the lowest compared entry with this formula, charge and spin	453.60	kJ/mol
molar mass	82.1	g/mol

```
! wB97M-V def2-TZVPD RIJCOSX def2/J DEFGRID3
* xyz 0 1
N 1.369 1.221 -0.661
C 0.725 0.488 0.105
N 1.304 -1.891 0.167
H -1.696 1.647 0.776
H 2.380 1.213 -0.504
C -0.891 -0.016 -0.255
H -2.852 0.764 -0.359
C -1.874 0.811 0.105
H -1.067 -0.801 -0.981
H 0.252 -0.911 1.687
C 0.643 -0.863 0.666
H 1.708 -1.661 -0.746
*
```

***

3.
Density functional theory data (wB97M-V/def2-TZVPD) for 2 unconnected molecules or ions with the total composition C7H15P.

Properties
DFT total energy	-616.8423	Eh
frontier orbital gap (spin up / spin down)	7.57 / 7.96	eV
lowest unoccupied orbital energy (spin up / spin down)	-0.21 / 0.41	eV
ΔE to the lowest compared entry with this formula, charge and spin	435.06	kJ/mol
molar mass	130.2	g/mol

```
! wB97M-V def2-TZVPD RIJCOSX def2/J DEFGRID3
* xyz 0 1
H 1.837 -0.908 2.528
H 3.109 2.172 0.136
C 0.842 -0.800 2.147
C -0.923 -1.127 -0.065
H 2.871 1.498 -1.575
H -2.689 -2.032 0.615
C 1.224 2.042 -0.664
C 0.099 2.646 -0.708
H 0.130 -1.375 2.577
H -2.374 -1.060 -1.813
H -1.489 -2.314 1.628
H 0.145 3.758 -1.057
H 2.589 3.222 -1.327
H -1.369 -0.074 0.358
H -1.372 -3.211 0.009
H 0.645 0.163 2.305
C -1.732 -2.331 0.594
H -0.878 2.137 -0.516
P 0.872 -1.078 0.276
C 2.672 2.260 -0.936
H -0.751 -1.620 -2.068
H -0.945 -0.079 -1.876
C -1.328 -0.981 -1.514
*
```

***

4.
Density functional theory data (wB97M-V/def2-TZVPD) for a single C8H8ClNO molecule.

Properties
DFT total energy	-899.6822	Eh
SMILES string	C\C=c1/cno/c1=C/C=C\Cl
frontier orbital gap	7.63	eV
lowest unoccupied orbital energy	-0.29	eV
ΔE to the lowest compared entry with this formula, charge and spin	407.02	kJ/mol
molar mass	169.6	g/mol

```
! wB97M-V def2-TZVPD RIJCOSX def2/J DEFGRID3
* xyz 0 1
H 1.001 2.803 1.267
C -1.995 -0.899 -0.947
H -0.414 1.232 -0.516
H 2.958 0.037 1.039
C -2.937 -0.194 -0.235
H -2.190 -1.040 -2.062
C 2.231 -0.569 0.769
C 0.482 1.079 0.103
H 0.904 2.968 -0.502
O 1.221 -2.418 0.200
Cl -2.960 -0.204 1.443
H -0.948 -2.747 -0.961
C 1.195 2.345 0.300
C -0.914 -1.724 -0.524
H -3.603 0.444 -0.635
N 2.397 -1.853 0.606
C 0.928 -0.157 0.326
H 2.356 2.337 0.322
C 0.289 -1.437 0.008
*
```

***

5.
Density functional theory data (wB97M-V/def2-TZVPD) for 13 unconnected molecules or ions with the total composition C6H36O13.

Properties
DFT total energy	-1228.2029	Eh
frontier orbital gap	9.20	eV
lowest unoccupied orbital energy	0.21	eV
ΔE to the lowest compared entry with this formula, charge and spin	435.69	kJ/mol
molar mass	316.3	g/mol

```
! wB97M-V def2-TZVPD RIJCOSX def2/J DEFGRID3
* xyz 0 1
O -3.255 0.541 -3.684
H 2.475 0.345 -1.695
O -0.466 -0.212 -4.434
H -3.848 1.535 1.132
O -1.491 1.963 2.980
O -4.309 0.854 0.660
H -1.860 2.233 3.838
H -1.166 0.010 -5.048
H -0.929 -0.696 0.293
O 0.413 1.660 -2.839
H 2.088 3.423 -0.988
H -1.010 -3.114 1.305
O 0.953 -3.576 -1.139
O 1.753 0.619 4.292
H -2.335 -2.896 0.681
H 1.715 -3.380 0.316
H 0.045 2.509 -2.466
H -0.792 2.497 2.611
H -0.584 0.109 1.956
H 2.908 2.410 0.010
O 0.484 -1.071 -2.048
H 3.835 1.376 -2.104
C -0.580 0.320 0.806
H -3.752 -0.292 -3.620
H 1.418 1.089 5.150
H 2.003 -0.219 4.729
H 1.514 3.508 3.308
H 2.017 2.943 -3.271
H 0.042 -3.887 -1.176
H 0.322 -1.519 2.019
O 0.306 -2.322 2.577
H 0.182 -1.052 -2.940
H 1.725 3.285 1.708
C 2.673 1.390 -1.956
H 1.623 -0.170 0.618
C 2.247 2.315 -0.762
H -0.342 0.480 -3.912
O -2.392 -1.932 2.849
C 0.981 1.761 -0.235
H -2.131 -2.355 3.642
H 2.960 -3.908 1.118
H 1.047 -2.704 -1.539
H 1.885 1.420 -4.099
H 1.090 -2.778 2.373
O 2.221 -3.334 1.229
C 1.827 1.862 -3.180
O 1.167 3.630 2.417
H -1.551 -1.635 2.618
H 0.262 -0.195 -1.832
O -1.600 -3.391 0.501
C 0.856 0.594 0.442
H -3.908 1.217 -3.274
H -1.322 1.147 0.655
H -3.991 -0.002 0.832
H 0.071 2.371 -0.544
*
```

***

6.
Density functional theory data (wB97M-V/def2-TZVPD) for 2 unconnected molecules or ions with the total composition C17H16F3N2O8S3.

Properties
DFT total energy	-2862.9160	Eh
frontier orbital gap	5.36	eV
lowest unoccupied orbital energy	1.41	eV
ΔE to the lowest compared entry with this formula, charge and spin	0.00	kJ/mol
molar mass	529.5	g/mol

```
! wB97M-V def2-TZVPD RIJCOSX def2/J DEFGRID3
* xyz -1 1
C 2.004 0.579 -0.281
N -2.065 -1.187 0.917
O 2.780 6.281 2.982
C -4.375 -2.800 0.240
C 5.311 2.533 0.742
H 4.720 1.772 1.268
C -5.706 -2.475 -0.029
C 2.355 -0.027 -1.493
H 2.133 -1.787 -2.738
O -0.276 -1.921 2.618
O 4.459 3.664 0.378
H -2.754 -4.170 -0.127
H -6.296 -4.730 -2.524
O -3.062 -2.884 2.514
H 5.076 1.734 -1.265
O -0.883 -3.420 0.687
H 0.508 -2.891 -1.201
O 2.413 7.567 1.230
N 2.765 6.452 1.738
O 4.028 3.895 2.588
H 6.438 1.070 -0.339
C 5.866 1.981 -0.547
C 0.547 -1.274 0.206
C 3.085 5.402 0.926
C -2.484 0.537 -1.085
H -3.962 -5.384 -1.930
H 3.038 0.476 -2.179
H 6.550 2.703 -1.012
C -5.762 -4.202 -1.733
F -3.737 0.035 -1.237
C 1.132 -0.067 0.595
O -4.412 -0.817 2.017
H -6.178 -1.684 0.543
C -4.450 -4.559 -1.410
H -7.429 -2.911 -1.237
C 1.842 -1.287 -1.815
C 0.943 -1.921 -0.961
F -1.651 -0.147 -1.921
H 2.937 5.507 -0.143
H 2.407 1.557 -0.016
S -1.878 0.479 0.658
H 6.122 2.886 1.388
C -3.761 -3.875 -0.403
F -2.487 1.854 -1.431
C 3.876 4.285 1.444
S -0.638 -2.114 1.242
H 0.890 0.370 1.566
C -6.394 -3.173 -1.027
S -3.585 -1.912 1.594
*
```

***

Look up the ΔE to the lowest compared entry with this formula, charge and spin of the second one.
453.60 kJ/mol

***

Repeat the fourth record exactly.
Density functional theory data (wB97M-V/def2-TZVPD) for a single C8H8ClNO molecule.

Properties
DFT total energy	-899.6822	Eh
SMILES string	C\C=c1/cno/c1=C/C=C\Cl
frontier orbital gap	7.63	eV
lowest unoccupied orbital energy	-0.29	eV
ΔE to the lowest compared entry with this formula, charge and spin	407.02	kJ/mol
molar mass	169.6	g/mol

```
! wB97M-V def2-TZVPD RIJCOSX def2/J DEFGRID3
* xyz 0 1
H 1.001 2.803 1.267
C -1.995 -0.899 -0.947
H -0.414 1.232 -0.516
H 2.958 0.037 1.039
C -2.937 -0.194 -0.235
H -2.190 -1.040 -2.062
C 2.231 -0.569 0.769
C 0.482 1.079 0.103
H 0.904 2.968 -0.502
O 1.221 -2.418 0.200
Cl -2.960 -0.204 1.443
H -0.948 -2.747 -0.961
C 1.195 2.345 0.300
C -0.914 -1.724 -0.524
H -3.603 0.444 -0.635
N 2.397 -1.853 0.606
C 0.928 -0.157 0.326
H 2.356 2.337 0.322
C 0.289 -1.437 0.008
*
```

***

Among the records above, which one has the lowest ΔE to the lowest compared entry with this formula, charge and spin?
C17H16F3N2O8S3

***

Look up the ΔE to the lowest compared entry with this formula, charge and spin of the sixth one.
0.00 kJ/mol